1.
Formula: C16H41AsN6O9P3SeV
Source: OMol25
Level of theory: ωB97M-V/def2-TZVPD

Calculated values
* 2S+1: 3
* largest force on an atom: 0.015 Eh/bohr
* calculated total energy: -8245.18647 Ha
* ⟨S²⟩: 2.011
* energy above the lowest of the compared OMol25 structures with the same formula, charge and spin: 3.99 kcal/mol
* frontier orbital gap (spin up / spin down): 7.8 / 8.8 eV
* HOMO level (spin up / spin down): -0.48606 / -0.48725 Ha
* total charge: +2

Geometry (Å):
1 V -0.01606 0.49069 0.24394
2 C -5.09672 0.83337 -0.23809
3 C -3.77607 0.58213 -0.94933
4 O -4.01180 0.20328 -2.30661
5 P -2.86943 -0.83376 -0.26998
6 O -3.56071 -2.13172 -0.80852
7 O -3.06518 -0.90868 1.29294
8 O -1.39849 -0.76528 -0.60010
9 P -2.56260 1.98599 -0.92382
10 O -3.34017 3.31008 -0.48370
11 O -1.62214 1.73960 0.26870
12 O -2.00158 2.05481 -2.29192
13 H -5.70301 -0.07257 -0.23518
14 H -5.64553 1.60747 -0.77191
15 H -4.93578 1.15844 0.78900
16 H -3.36209 0.68237 -2.85256
17 H -3.82617 -2.06648 -1.73962
18 H -2.15195 -0.88291 1.66278
19 H -3.77040 3.76033 -1.22088
20 C -0.32198 -3.65259 0.47301
21 N 0.99876 -3.59002 1.09107
22 C 1.52553 -4.54308 1.94331
23 C 2.82458 -4.23195 2.12782
24 N 3.08023 -3.09432 1.38533
25 C 4.40228 -2.50044 1.17964
26 C 1.95782 -2.70962 0.75404
27 Se 1.82181 -1.32301 -0.50012
28 H -0.98942 -4.21628 1.12090
29 H -0.25298 -4.15062 -0.49290
30 H -0.69435 -2.64531 0.32536
31 H 0.93938 -5.36012 2.32582
32 H 3.58862 -4.72097 2.70556
33 H 5.04239 -2.79134 2.00926
34 H 4.31655 -1.41752 1.14074
35 H 4.82775 -2.87123 0.24934
36 N 1.79065 1.87081 -3.34113
37 C 2.76996 2.24000 -2.44649
38 C 2.27456 1.95216 -1.22042
39 N 0.99596 1.42592 -1.36314
40 C 0.74788 1.38324 -2.66204
41 H 1.83827 1.96172 -4.34336
42 H 3.71107 2.65616 -2.75711
43 H 2.74874 2.04717 -0.25651
44 H -0.17216 1.05203 -3.10838
45 C -1.03768 -2.38253 3.98215
46 P -0.32130 -0.82420 3.47709
47 C 1.37344 -0.80385 4.03408
48 C -1.19154 0.45584 4.36891
49 O -0.42120 -0.69306 1.95744
50 H -1.05524 -2.44988 5.07063
51 H -0.43996 -3.20239 3.58361
52 H -2.05939 -2.46082 3.60655
53 H 1.42364 -0.89357 5.11955
54 H 1.82930 0.13342 3.71736
55 H 1.90174 -1.64342 3.57707
56 H -1.17507 0.22702 5.43518
57 H -2.22698 0.51699 4.03036
58 H -0.69189 1.40820 4.20311
59 N 4.36385 2.25252 2.12064
60 N 3.98392 0.87729 2.12536
61 H 5.24095 2.32913 1.62066
62 H 4.52873 2.59769 3.06112
63 H 4.33077 0.38370 2.94072
64 H 2.97447 0.80594 2.08916
65 C -1.48254 3.78663 2.38255
66 As 0.25452 3.42160 1.65852
67 C 1.56123 4.17784 2.82127
68 C 0.36755 4.33215 -0.02198
69 O 0.65161 1.75570 1.57758
70 H -1.41198 4.70324 2.96791
71 H -1.81908 2.97344 3.01758
72 H -2.18001 3.91094 1.55979
73 H 1.50717 5.26435 2.76941
74 H 2.53393 3.82382 2.47985
75 H 1.37381 3.85355 3.84379
76 H -0.14132 5.28956 0.09272
77 H -0.12525 3.74229 -0.79017
78 H 1.41035 4.50282 -0.27813

2.
Formula: C16H41F2N6O12S2
Source: OMol25
Level of theory: ωB97M-V/def2-TZVPD

Calculated values
* largest force on an atom: 0.165 Eh/bohr
* calculated total energy: -2860.50328 Ha
* energy above the lowest of the compared OMol25 structures with the same formula, charge and spin: 154.95 kcal/mol
* frontier orbital gap: 3.1 eV
* HOMO level: -0.34970 Ha
* total charge: +3

Geometry (Å):
1 N 0.24736 1.76516 -0.09085
2 S 0.42955 0.64206 0.96261
3 O -0.61402 -0.41550 1.01446
4 O 1.32137 0.87479 2.08299
5 F 1.49198 -0.13473 0.07253
6 S -1.13739 2.32268 0.91210
7 O -0.81742 3.04775 2.14450
8 O -2.39224 1.62029 0.74852
9 F -1.41764 3.64940 0.00145
10 C -5.64371 -7.19734 -0.00393
11 C -4.79913 -5.96224 0.28677
12 O -3.83151 -5.67093 -0.36274
13 N -4.93029 -5.28552 1.65192
14 H -5.14206 -5.93220 2.39829
15 H -4.07133 -5.03015 2.11783
16 C -5.89881 -4.17441 1.59477
17 H -6.19572 -6.89491 -0.89383
18 H -6.44124 -7.49622 0.67630
19 H -5.06997 -8.11813 -0.10912
20 H -6.91822 -4.55494 1.53071
21 H -5.58141 -3.45929 0.83585
22 H -5.69684 -3.76726 2.58550
23 C -3.49478 2.10057 -5.64017
24 C -3.02025 0.88325 -4.88543
25 O -3.79099 0.06068 -4.37820
26 N -1.56322 0.62236 -4.96567
27 H -1.20963 1.24429 -5.67861
28 H -1.20373 0.95650 -4.08294
29 C -1.03128 -0.74683 -5.25930
30 H -2.84076 2.91495 -5.95186
31 H -4.28099 2.64095 -5.11294
32 H -3.89753 1.64906 -6.54682
33 H 0.00710 -0.68205 -5.58440
34 H -1.60072 -1.29247 -6.01170
35 H -1.17832 -1.44654 -4.43657
36 C -6.66540 3.69457 5.09439
37 C -6.90987 5.06748 4.43002
38 O -7.63772 5.15660 3.45694
39 N -6.57159 6.34570 5.27061
40 H -7.25006 7.05892 5.04455
41 H -6.68741 6.20518 6.26406
42 C -5.15845 6.81587 5.00206
43 H -7.35363 2.88060 4.86659
44 H -6.65443 3.88290 6.16795
45 H -5.71481 3.34964 4.68759
46 H -4.39284 6.11427 5.33325
47 H -5.02421 7.77062 5.51053
48 H -5.02018 6.99138 3.93521
49 C 9.64965 -4.87736 1.76208
50 C 8.61514 -4.33918 2.76944
51 O 8.89069 -4.42249 3.96815
52 N 7.26613 -3.71156 2.25686
53 H 7.34698 -2.71267 2.38246
54 H 7.27745 -3.65977 1.24826
55 C 6.07522 -4.55146 2.75432
56 H 9.08349 -5.65597 1.25087
57 H 10.40602 -5.47087 2.27563
58 H 10.15323 -4.15816 1.11612
59 H 5.87000 -4.41577 3.81620
60 H 6.36726 -5.58785 2.58487
61 H 5.15103 -4.25174 2.26022
62 C 3.76053 6.05821 -0.95063
63 C 4.90387 5.32357 -1.70300
64 O 6.08743 5.40321 -1.42938
65 N 4.39084 4.20437 -2.64840
66 H 3.55919 3.78865 -2.25391
67 H 3.86368 4.53488 -3.44399
68 C 5.50929 3.36947 -3.27713
69 H 2.88854 6.09990 -1.60331
70 H 4.11593 7.05462 -0.68801
71 H 3.63820 5.42815 -0.06963
72 H 6.07123 4.03159 -3.93585
73 H 4.99064 2.61091 -3.86338
74 H 5.97366 2.84741 -2.44052
75 O 3.59216 -5.02092 -3.08824
76 C 4.60751 -4.39483 -3.79262
77 O 5.67093 -4.11757 -3.17900
78 O 4.52833 -4.24346 -4.99425
79 H 2.94998 -5.23037 -3.77039

3.
Formula: C16H41N5O12V
Source: OMol25
Level of theory: ωB97M-V/def2-TZVPD

Calculated values
* 2S+1: 3
* largest force on an atom: 0.138 Eh/bohr
* calculated total energy: -2754.52596 Ha
* ⟨S²⟩: 2.020
* frontier orbital gap (spin up / spin down): 5.0 / 7.3 eV
* HOMO level (spin up / spin down): -0.09884 / -0.18329 Ha
* total charge: -1

Geometry (Å):
1 O 6.41450 -30.99199 -5.79010
2 V 7.35090 -29.80149 -6.28649
3 N 4.89835 -28.99082 -8.81416
4 O 4.09675 -28.17771 -8.63045
5 O 4.80238 -29.60735 -9.89328
6 O 5.75577 -29.25816 -7.92668
7 N 9.63568 -31.74631 -5.00804
8 O 8.79746 -32.66758 -5.07088
9 O 10.82194 -31.80492 -4.88349
10 O 9.12459 -30.65410 -5.21816
11 C 7.42929 -30.86495 -2.24533
12 O 6.85752 -30.16722 -3.32049
13 C 6.06544 -29.07023 -2.88687
14 C 5.54463 -28.31069 -4.13353
15 N 6.59506 -27.97268 -5.14838
16 C 7.80920 -27.33084 -4.47088
17 C 7.45665 -25.97344 -3.81891
18 O 6.69711 -25.19698 -4.71505
19 C 6.25156 -23.97358 -4.25566
20 H 8.44966 -30.48215 -2.22562
21 H 7.58230 -31.93114 -2.41244
22 H 6.95258 -30.76034 -1.27069
23 H 6.52381 -28.32703 -2.23444
24 H 5.24322 -29.54158 -2.34846
25 H 5.02181 -27.46860 -3.68005
26 H 4.72953 -28.88293 -4.57653
27 H 6.09190 -27.12509 -5.36863
28 H 8.57190 -27.10858 -5.21721
29 H 8.26415 -27.91117 -3.66818
30 H 8.37967 -25.41886 -3.64992
31 H 6.93119 -26.02438 -2.86528
32 H 5.61567 -24.07837 -3.37659
33 H 5.80145 -23.22325 -4.90567
34 H 7.10770 -23.36725 -3.95988
35 C 4.27854 -32.42853 -1.87732
36 O 3.13867 -31.66896 -2.35084
37 C 3.21650 -31.04681 -3.60856
38 C 2.15302 -29.96219 -3.83566
39 N 2.28688 -28.95090 -2.85140
40 C 1.01310 -28.25288 -2.77974
41 C 1.22635 -27.14408 -1.63130
42 O 1.37820 -25.86641 -2.21509
43 C 2.69821 -25.49258 -2.43599
44 H 3.91858 -33.41601 -1.58852
45 H 4.58076 -31.95979 -0.94082
46 H 5.17762 -32.44268 -2.49340
47 H 3.07963 -31.79171 -4.39246
48 H 4.23873 -30.71765 -3.79506
49 H 1.21471 -30.51678 -3.84589
50 H 2.11829 -29.50689 -4.82541
51 H 2.38591 -29.52613 -2.02714
52 H 0.16778 -28.90388 -2.55673
53 H 0.74680 -27.75974 -3.71462
54 H 1.96810 -27.41281 -0.87919
55 H 0.31138 -27.10226 -1.04038
56 H 3.29633 -25.60422 -1.53161
57 H 2.68759 -24.49397 -2.87274
58 H 3.13687 -26.13311 -3.20111
59 C 10.31577 -28.30277 -9.23091
60 C 9.06583 -29.06064 -8.65645
61 C 9.02560 -30.69076 -8.64301
62 O 7.93739 -31.23065 -7.91472
63 C 7.66060 -32.63666 -8.22884
64 N 8.85002 -28.56346 -7.27482
65 H 10.17837 -27.22202 -9.26584
66 H 10.51655 -28.61297 -10.25637
67 H 11.18472 -28.52096 -8.61009
68 H 8.20662 -28.69676 -9.21986
69 H 9.83050 -31.18809 -8.10180
70 H 8.89487 -31.02825 -9.67117
71 H 8.57631 -33.22462 -8.16656
72 H 7.06708 -32.73379 -9.13790
73 H 7.02169 -32.82616 -7.36629
74 H 8.92275 -27.57223 -7.45447
75 H 9.73579 -28.60398 -6.79121